C21H23N3O | wB97M-V/def2-TZVPD

## Properties
Largest force on an atom in hartree/bohr: 0.2617
Gap between HOMO and LUMO in eV: 9.27

```
! RIJCOSX wB97M-V def2-TZVPD def2/J DEFGRID3
* xyz 0 1
C 3.8208 1.8516 -0.1507
C 4.3884 0.7142 -0.8924
C 4.0019 -0.4436 -0.4923
C 3.0362 -0.7190 0.5883
C 2.5728 0.2754 1.1303
C 2.8765 1.6238 0.9086
H 2.4826 2.4595 1.5445
H 1.8777 0.3753 2.0176
C 2.4711 -2.0248 0.9627
H 3.0126 -2.8676 0.4211
H 2.8054 -2.0108 2.1032
C 0.8935 -2.1337 0.9445
N 0.5114 -2.7491 -0.3888
C 0.6897 -1.4489 -1.2342
C 0.0084 -0.2347 -1.1275
N -0.2231 0.3607 0.2580
C -0.7210 1.4006 -0.1770
N -0.9671 1.6092 -1.4377
O -0.3200 0.6109 -2.0979
C -1.1774 2.6117 0.8688
C -2.4291 3.3858 0.4066
C -1.1585 4.1193 0.5455
H -0.7287 4.8230 1.2179
H -0.7326 4.3046 -0.4224
H -3.0088 3.8008 1.1026
H -2.8352 3.2134 -0.4266
H -0.9144 2.0785 1.7635
H 1.7784 -1.1865 -1.4138
H 0.2122 -1.9380 -2.1196
C -0.8339 -3.1493 -0.1958
C -1.9308 -1.9746 -0.0494
C -2.2698 -1.7107 1.1718
C -3.1038 -0.6180 1.5511
C -3.7786 -0.1501 0.4478
C -3.5266 -0.5005 -0.8213
C -2.5518 -1.2567 -1.0185
H -2.3622 -1.7648 -2.2433
H -3.9811 0.0710 -1.3925
H -4.4648 0.8320 0.6675
H -3.4619 -0.2209 2.6392
H -1.6805 -2.2568 2.2919
H -1.1714 -3.4976 -1.0082
H -0.9953 -3.9418 0.5183
H 0.7040 -3.2185 1.7192
H 0.4147 -1.2676 1.3761
H 4.3677 -1.4752 -0.9944
H 4.9832 0.7136 -1.6915
H 4.1962 2.6876 -0.5342
*
```

C21H23N3O13PS2TcTe | wB97M-V/def2-TZVPD

## Properties
Largest force on an atom in hartree/bohr: 0.0199
Gap between HOMO and LUMO (spin up / spin down) in eV: 7.14 / 5.38

```
! RIJCOSX wB97M-V def2-TZVPD def2/J DEFGRID3
* xyz -1 4
Tc -0.1352 -0.4896 0.0387
O 2.5618 -3.7677 -0.7496
S 2.1207 -2.4272 -1.0344
O 1.3981 -2.2348 -2.2604
O 1.3598 -1.8939 0.1796
C 3.6141 -1.4517 -1.2287
C 4.7217 -2.1680 -1.6678
C 5.9034 -1.5053 -1.9603
C 5.9892 -0.1290 -1.8107
C 4.8897 0.5927 -1.3749
C 3.7021 -0.0606 -1.0910
S 2.3486 0.9045 -0.4637
O 2.6954 2.2880 -0.6631
O 1.1792 0.4587 -1.3075
O 2.1994 0.4664 0.9165
H 4.6318 -3.2413 -1.7705
H 6.7615 -2.0658 -2.3107
H 6.9171 0.3844 -2.0339
H 4.9276 1.6669 -1.2531
O -3.9773 -5.4559 -3.0807
C -4.0532 -4.2424 -3.3675
O -4.6882 -3.6331 -4.2494
C -3.0542 -3.3557 -2.5794
C -1.9741 -3.9136 -1.9139
C -1.1156 -3.1175 -1.1839
N -1.3022 -1.7941 -1.0601
C -2.3667 -1.2497 -1.6877
C -3.2330 -1.9818 -2.4650
C -2.6175 0.1881 -1.3466
O -3.5491 0.8265 -1.7738
O -1.7445 0.6614 -0.4737
H -1.8258 -4.9838 -1.9582
H -0.2760 -3.5458 -0.6571
H -4.0605 -1.4870 -2.9554
C -0.9188 3.4530 -2.7794
C -0.2223 3.6750 -1.4583
O -1.2314 3.6779 -0.4091
P -1.1152 2.8642 0.9273
O -0.0241 1.8464 0.9314
Te -3.3874 2.2309 1.3529
O -0.8682 3.9237 2.0968
C 0.5095 4.2319 2.4540
C 1.0346 3.2915 3.5199
H -0.2172 3.6344 -3.5960
H -1.7648 4.1347 -2.8815
H -1.2899 2.4300 -2.8517
H 0.2760 4.6418 -1.4231
H 0.5119 2.9018 -1.2571
H 0.4824 5.2579 2.8106
H 1.1441 4.1815 1.5672
H 0.3398 3.2522 4.3625
H 2.0022 3.6471 3.8804
H 1.1714 2.2936 3.1022
C -2.3641 -0.4213 4.9993
N -1.9747 -1.0284 3.7356
C -2.4766 -2.1960 3.1907
C -1.9593 -2.2867 1.9407
N -1.1539 -1.1869 1.7175
C -1.1957 -0.4537 2.8134
H -2.5852 -1.2023 5.7220
H -3.2410 0.2090 4.8644
H -1.5458 0.1880 5.3741
H -3.1450 -2.8426 3.7345
H -2.1004 -3.0513 1.1954
H -0.6389 0.4603 2.9613
*
```

C21H23N3O2 | wB97M-V/def2-TZVPD

## Properties
Largest force on an atom in hartree/bohr: 0.0658
Gap between HOMO and LUMO in eV: 8.35
SMILES string: [O-][n+]1ccc(-c2noc(CCC3(c4ccccc4)CCCCC3)n2)cc1

```
! RIJCOSX wB97M-V def2-TZVPD def2/J DEFGRID3
* xyz 0 1
O 4.4672 -5.2123 5.0423
N 4.3552 -4.0087 4.6053
C 4.1312 -2.8817 5.3295
C 3.7188 -1.7225 4.7427
C 3.4798 -1.6578 3.4128
C 2.9332 -0.3921 2.7816
N 2.6459 0.6883 3.5070
O 1.9131 1.4346 2.6306
C 1.8135 0.7870 1.4306
C 1.2301 1.3091 0.1591
C -0.2844 0.8899 0.0757
C -1.0270 1.1323 -1.2677
C -2.4488 0.5007 -1.0983
C -2.5267 -0.8758 -1.3411
C -3.7996 -1.4743 -1.2084
C -4.8518 -0.7839 -0.6489
C -4.7655 0.5694 -0.3753
C -3.5831 1.1946 -0.7207
C -1.0778 2.5353 -1.6663
C -1.8107 2.7453 -3.0145
C -0.9935 2.1626 -4.1196
C -0.8331 0.6728 -3.8684
C -0.2285 0.4457 -2.5365
N 2.3444 -0.4036 1.5005
C 3.6717 -2.7958 2.6476
C 4.2669 -3.9121 3.2254
H 4.1526 -3.0969 6.3917
H 3.4757 -0.8749 5.3874
H 1.4031 2.3257 -0.0043
H 1.7500 0.7557 -0.6720
H -0.3737 -0.1597 0.4420
H -0.7023 1.5873 0.8509
H -1.6000 -1.3440 -1.6820
H -3.8663 -2.6089 -1.4510
H -5.7820 -1.2654 -0.3524
H -5.6142 1.3099 -0.1480
H -3.6634 2.2045 -0.4797
H -1.6474 3.0512 -0.9762
H -0.1333 2.9931 -1.7110
H -2.8681 2.3809 -3.1507
H -1.8645 3.8646 -3.0443
H -0.0163 2.6919 -4.2466
H -1.6910 2.2036 -5.0801
H -0.2809 0.1346 -4.7055
H -1.8141 0.1283 -3.9238
H 0.7684 0.9363 -2.4902
H -0.0805 -0.5882 -2.3905
H 3.3068 -2.7425 1.5886
H 4.4007 -4.8344 2.6227
*
```

C21H23N3O5 | wB97M-V/def2-TZVPD

## Properties
Largest force on an atom in hartree/bohr: 0.0237
Gap between HOMO and LUMO in eV: 8.65
SMILES string: CCOC(=O)c1c(-c2cccc(OC)c2)nn2c(C)c(CCC(=O)O)c(C)nc12

```
! RIJCOSX wB97M-V def2-TZVPD def2/J DEFGRID3
* xyz 0 1
C 1.6880 5.0393 -1.0279
C 2.0203 3.8322 -1.8941
O 1.6500 2.6129 -1.2578
C 0.3768 2.2038 -1.4203
O -0.4332 2.7838 -2.0983
C 0.1384 0.9551 -0.6923
C 0.6640 0.5370 0.5498
C 1.4720 1.3122 1.4828
C 1.2096 2.6604 1.6929
C 1.9851 3.3755 2.5887
C 3.0121 2.7604 3.2747
C 3.2691 1.4014 3.0841
O 4.2943 0.8833 3.8180
C 4.5888 -0.4852 3.6826
C 2.4923 0.6798 2.1890
N 0.2809 -0.7030 0.8487
N -0.4826 -1.1080 -0.1584
C -1.0999 -2.3063 -0.2651
C -0.9229 -3.2389 0.8818
C -1.8400 -2.5415 -1.4035
C -2.6024 -3.8300 -1.5751
C -3.7987 -3.9205 -0.6037
C -4.4105 -2.5523 -0.4200
O -4.2605 -1.8562 0.5467
O -5.1376 -2.1755 -1.4769
C -1.9048 -1.5157 -2.3914
C -2.6565 -1.6854 -3.6736
N -1.3097 -0.3594 -2.2442
C -0.6159 -0.1329 -1.1398
H 0.6117 5.1113 -0.8913
H 2.1648 4.9426 -0.0555
H 2.0415 5.9448 -1.5132
H 3.0974 3.7524 -2.0566
H 1.5007 3.9024 -2.8561
H 0.3929 3.1365 1.1730
H 1.7844 4.4234 2.7576
H 3.6275 3.3062 3.9723
H 4.8920 -0.7321 2.6599
H 3.7365 -1.1097 3.9691
H 5.4197 -0.6763 4.3601
H 2.6549 -0.3707 2.0120
H 0.0066 -2.9960 1.3910
H -1.7382 -3.0924 1.5898
H -0.9141 -4.2762 0.5591
H -2.9721 -3.8956 -2.5956
H -1.9441 -4.6839 -1.4020
H -3.4785 -4.2758 0.3740
H -4.5489 -4.5987 -1.0092
H -5.4871 -1.2791 -1.3482
H -2.2247 -2.4890 -4.2687
H -2.5855 -0.7566 -4.2318
H -3.7040 -1.9133 -3.4868
*
```

C21H23N3O5S | wB97M-V/def2-TZVPD

## Properties
Largest force on an atom in hartree/bohr: 0.2893
Gap between HOMO and LUMO in eV: 7.07

```
! RIJCOSX wB97M-V def2-TZVPD def2/J DEFGRID3
* xyz 0 1
C 4.3432 2.1439 -1.7251
H 4.9124 1.8110 -0.8824
H 4.2997 3.3187 -1.8303
H 4.9785 1.8351 -2.6786
O 3.0833 1.2949 -2.1862
C 1.9845 1.6693 -1.1188
C 1.9039 1.2234 0.3280
C 0.8546 1.6361 0.8088
C -0.2798 2.2925 0.3100
C -0.1524 2.6226 -0.9350
C 0.8737 2.6322 -1.6731
H 0.8660 2.8374 -2.8275
H -1.0241 2.9844 -1.4730
C -1.4658 2.4925 1.2536
N -2.4327 1.3506 0.6857
C -2.2519 -0.0172 1.1143
O -1.1815 -0.6228 1.5865
C -3.3753 -0.7273 0.4480
C -3.5649 -1.9021 0.1786
C -4.8898 -2.2422 -0.3032
C -5.6827 -1.2486 -0.9999
N -5.4369 0.1343 -0.6357
C -4.1977 0.4135 -0.1093
C -3.6528 1.6894 0.2777
O -3.9656 2.9099 -0.4362
H -6.4824 -1.4162 -1.4356
H -5.1737 -3.4937 -0.5588
H -2.9993 -2.6262 0.6080
H -1.3503 2.2543 2.3929
H -1.9519 3.3200 1.1036
H 0.8979 1.3860 1.9047
S 3.0989 0.1979 0.8722
O 3.0853 0.5542 2.4193
O 4.4018 0.0597 0.3644
N 2.3883 -1.3120 0.7745
H 1.5956 -1.1394 1.3106
C 2.4856 -1.8334 -0.7225
C 1.1294 -1.6941 -1.0401
C 0.0224 -2.5444 -0.6739
C 0.3744 -3.9163 -0.5257
C 1.8625 -4.2389 0.3413
C 2.7405 -3.2387 -0.2120
H 3.6941 -3.4150 0.1719
H 3.0471 -3.8210 -1.4288
H 1.5057 -3.7653 1.1331
H 2.2594 -5.2693 0.2060
H -0.2085 -4.7639 -0.1193
H 0.7886 -4.5676 -1.5948
H -0.1680 -2.1378 0.2099
H -0.9996 -2.4385 -1.2428
H 0.8344 -0.6217 -1.3651
H 1.3242 -1.9778 -2.3920
H 3.4256 -1.2244 -1.1835
*
```

C21H23N5O4S | wB97M-V/def2-TZVPD

## Properties
Largest force on an atom in hartree/bohr: 0.0215
Gap between HOMO and LUMO in eV: 9.09
SMILES string: COCCCn1c(SCC(=O)N2CC(=O)Nc3ccccc32)nnc1-c1ccoc1C

```
! RIJCOSX wB97M-V def2-TZVPD def2/J DEFGRID3
* xyz 0 1
C 0.7480 -2.5776 2.0588
O -0.5930 -2.1879 2.1693
C -1.2947 -2.2684 0.9448
C -2.6914 -1.6952 1.1559
C -2.6364 -0.2248 1.5766
N -2.1717 0.6275 0.5155
C -0.9608 1.2355 0.3965
S 0.2917 1.1466 1.6006
C 1.3579 2.5218 1.0169
C 2.7717 2.0383 0.7527
O 3.6630 2.2999 1.5327
N 2.9866 1.3037 -0.3752
C 1.9926 0.8946 -1.3445
C 1.7900 -0.6149 -1.2945
O 0.7175 -1.1680 -1.3910
N 2.9555 -1.2936 -1.1501
C 4.1951 -0.6731 -0.9916
C 5.3776 -1.3675 -1.2005
C 6.5918 -0.7341 -1.0034
C 6.6278 0.5899 -0.5999
C 5.4527 1.2918 -0.3888
C 4.2319 0.6650 -0.5802
N -0.8848 1.8989 -0.7293
N -2.0430 1.7247 -1.3818
C -2.8135 0.9681 -0.6525
C -4.1504 0.5341 -1.0080
C -4.4891 -0.2845 -2.1245
C -5.8364 -0.4318 -2.0785
O -6.3534 0.2363 -1.0308
C -5.3322 0.8262 -0.3781
C -5.6418 1.6753 0.8031
H 1.1911 -2.4563 3.0450
H 0.8333 -3.6255 1.7425
H 1.2845 -1.9483 1.3388
H -1.3675 -3.3183 0.6209
H -0.7617 -1.7140 0.1605
H -3.2680 -1.8011 0.2359
H -3.1853 -2.2547 1.9509
H -3.6316 0.1096 1.8801
H -1.9450 -0.1232 2.4165
H 0.8676 2.9606 0.1509
H 1.4103 3.2394 1.8360
H 2.3643 1.1407 -2.3495
H 1.0301 1.3927 -1.2148
H 2.9275 -2.3036 -1.2025
H 5.3391 -2.4022 -1.5080
H 7.5096 -1.2783 -1.1637
H 7.5752 1.0824 -0.4475
H 5.4765 2.3175 -0.0622
H -3.8040 -0.6898 -2.8391
H -6.5232 -0.9630 -2.7064
H -5.9589 1.0668 1.6511
H -4.7666 2.2554 1.0824
H -6.4560 2.3567 0.5622
*
```

C21H23NO4PdS2 | wB97M-V/def2-TZVPD

## Properties
Largest force on an atom in hartree/bohr: 0.0071
Gap between HOMO and LUMO in eV: 7.15

```
! RIJCOSX wB97M-V def2-TZVPD def2/J DEFGRID3
* xyz 0 1
Pd 0.8249 0.1388 0.2567
C -4.1918 4.7320 1.1636
O -4.2235 3.8701 2.2875
C -3.2772 2.9081 2.3665
C -3.3587 2.0845 3.5128
C -2.4275 1.1079 3.6776
C -1.3933 0.8532 2.7385
C -0.4420 -0.1981 2.9864
C -0.2596 -0.7973 4.3600
O 0.3269 -0.6742 2.1271
C -1.3414 1.6687 1.5596
O -0.4899 1.5760 0.5977
C -2.2994 2.7104 1.4268
H -5.0172 5.4261 1.2930
H -4.3270 4.1726 0.2349
H -3.2516 5.2861 1.1184
H -4.1523 2.2521 4.2263
H -2.5047 0.4772 4.5511
H -0.8875 -0.3702 5.1323
H 0.7844 -0.6419 4.6337
H -0.4224 -1.8743 4.3052
H -2.2124 3.3225 0.5417
C 0.9239 -3.0944 0.7384
C 2.0265 -2.5880 -0.1335
C 2.9572 -3.5306 -0.6383
C 3.9601 -3.1448 -1.4658
C 4.0362 -1.7986 -1.8780
C 5.0028 -1.3394 -2.7992
C 4.9696 -0.0401 -3.2187
C 3.9745 0.8347 -2.7551
C 3.0280 0.4225 -1.8429
S 1.7607 1.4696 -1.2917
C 3.0724 -0.9077 -1.3673
N 2.1161 -1.3048 -0.4517
H 0.9897 -4.1778 0.8155
H -0.0385 -2.8146 0.3061
H 0.9779 -2.6611 1.7314
H 2.8490 -4.5628 -0.3368
H 4.6817 -3.8607 -1.8410
H 5.7456 -2.0327 -3.1726
H 5.7010 0.3196 -3.9309
H 3.9390 1.8523 -3.1230
C -2.0586 -1.6190 -3.5825
S -0.9062 -0.8176 -2.4594
C -1.6794 0.7991 -2.4820
O -1.2021 -1.4011 -1.1162
H -3.0635 -1.5394 -3.1693
H -1.7636 -2.6644 -3.6475
H -1.9995 -1.1547 -4.5668
H -1.5562 1.2463 -3.4683
H -1.1693 1.3973 -1.7295
H -2.7319 0.6829 -2.2215
*
```

C21H24AsClN2PReS4 | wB97M-V/def2-TZVPD

## Properties
Largest force on an atom in hartree/bohr: 0.0111
Gap between HOMO and LUMO in eV: 5.95

```
! RIJCOSX wB97M-V def2-TZVPD def2/J DEFGRID3
* xyz 4 1
Re 0.1874 -0.2404 -0.0355
N 1.0665 1.4331 1.2330
C 0.3536 2.1491 2.3498
C -0.8854 2.8519 1.8325
C -1.9765 1.9176 1.3518
N -1.5686 1.1359 0.1199
H 1.9643 1.1109 1.6021
H 1.3394 2.1614 0.5699
H 1.0533 2.8695 2.7741
H 0.1190 1.4274 3.1291
H -0.6201 3.5690 1.0475
H -1.2998 3.4539 2.6435
H -2.8692 2.4822 1.0796
H -2.2670 1.2095 2.1250
H -1.3958 1.8390 -0.6021
H -2.4105 0.6632 -0.2031
Cl -0.7976 -0.8720 2.2365
C -0.4628 -2.5887 2.5860
C -0.5575 -3.0264 3.8834
C -0.2894 -4.3783 4.1091
C 0.0587 -5.2258 3.0640
C 0.1476 -4.7438 1.7648
C -0.1238 -3.3963 1.5112
P -0.0600 -2.6722 -0.1127
C 1.0915 -3.6046 -1.1224
C 0.6450 -4.5736 -2.0275
C 1.5652 -5.3558 -2.7102
C 2.9243 -5.1840 -2.4825
C 3.3708 -4.2380 -1.5629
C 2.4613 -3.4485 -0.8794
C -1.7003 -2.9309 -0.9049
C -2.7256 -3.6774 -0.4253
C -3.9844 -3.6353 -1.0937
C -4.2364 -2.8158 -2.2056
C -3.2288 -2.0409 -2.7052
C -1.8691 -2.1676 -2.1481
H -0.8172 -2.3640 4.6982
H -0.3434 -4.7612 5.1201
H 0.2744 -6.2664 3.2654
H 0.4412 -5.4044 0.9581
H -0.4114 -4.7585 -2.1871
H 1.2221 -6.1102 -3.4055
H 3.6401 -5.8035 -3.0072
H 4.4299 -4.1319 -1.3675
H 2.8198 -2.7351 -0.1468
H -2.6212 -4.2806 0.4689
H -4.7937 -4.2471 -0.7047
H -5.2228 -2.7969 -2.6529
H -3.3845 -1.4079 -3.5737
H -1.3994 -2.8139 -2.9313
S 0.3962 -1.0660 -3.8191
As 2.3055 -0.3014 -3.1753
S 2.1736 0.0805 -0.9836
S -0.8286 -0.6101 -2.0920
S 3.8899 0.1617 -4.2438
*
```

Q: What is the formula in the fourth record?
A: C21H23N3O5